[1]
Density functional theory data (the ωB97M-V functional and the def2-TZVPD basis) for a molecular structure, C20H58BNO20P4SSi2.

```
! wB97M-V def2-TZVPD RIJCOSX def2/J DEFGRID3
* xyz 0 1
C 0.947 -0.274 2.524
C 1.899 -0.804 1.397
B 1.157 -1.984 0.681
O 0.958 -3.137 1.436
Si 0.500 -1.939 -1.244
S 2.102 -1.063 -2.411
N 0.065 -3.495 -1.737
C 0.907 -4.312 -2.234
C 1.542 -5.369 -1.372
C 1.293 -4.350 -3.688
O -0.883 -0.973 -1.419
Si -0.692 0.657 -1.175
O -0.037 1.409 -2.496
C -2.353 1.503 -0.917
C -2.784 1.396 0.548
C -2.525 2.710 1.302
O -4.180 1.082 0.596
H 1.368 -0.398 3.515
H 0.019 -0.858 2.515
H 0.625 0.744 2.330
H 2.823 -1.110 1.887
H 2.100 0.044 0.746
H 0.064 -3.189 1.789
H 2.793 -0.338 -1.523
H 1.067 -6.316 -1.656
H 2.602 -5.484 -1.593
H 1.320 -5.211 -0.323
H 0.382 -4.303 -4.281
H 1.949 -3.526 -3.966
H 1.815 -5.278 -3.915
H 0.104 0.964 0.032
H 0.856 1.715 -2.313
H -2.254 2.540 -1.230
H -3.100 1.017 -1.546
H -2.239 0.594 1.065
H -3.208 2.759 2.149
H -2.738 3.537 0.631
H -1.500 2.740 1.669
H -4.445 1.026 1.521
C 6.770 4.397 4.174
O 5.876 3.277 4.002
P 5.789 2.563 2.543
O 4.576 1.736 2.601
O 7.159 1.725 2.735
C 7.158 0.632 3.653
O 6.159 2.784 0.982
C 5.588 3.946 0.335
H 6.733 4.687 5.220
H 7.793 4.116 3.917
H 6.454 5.242 3.563
H 6.151 0.251 3.821
H 7.592 0.944 4.604
H 7.775 -0.158 3.227
H 5.936 4.865 0.806
H 4.498 3.903 0.370
H 5.916 3.940 -0.700
C -11.017 3.480 1.804
O -10.848 2.061 1.974
P -9.329 1.402 1.801
O -9.718 -0.030 1.748
O -8.962 1.907 3.307
C -9.698 1.359 4.395
O -7.712 1.238 1.506
C -7.284 1.272 0.130
H -12.056 3.715 2.020
H -10.376 4.031 2.497
H -10.796 3.779 0.779
H -10.141 0.399 4.134
H -10.485 2.051 4.702
H -9.006 1.224 5.224
H -7.473 2.250 -0.311
H -7.815 0.502 -0.436
H -6.216 1.052 0.087
C -3.963 -3.901 -0.919
O -5.142 -3.141 -1.191
P -6.625 -3.814 -1.332
O -7.395 -2.734 -1.968
O -6.836 -3.979 0.258
C -6.922 -2.738 0.955
O -7.413 -5.194 -1.632
C -7.090 -5.896 -2.848
H -3.144 -3.194 -0.809
H -4.065 -4.481 0.003
H -3.739 -4.569 -1.751
H -7.198 -1.919 0.294
H -5.955 -2.516 1.412
H -7.665 -2.827 1.744
H -6.045 -6.212 -2.853
H -7.290 -5.266 -3.716
H -7.721 -6.779 -2.893
C 7.543 1.655 -4.311
O 8.643 2.483 -3.885
P 9.581 1.957 -2.663
O 10.335 3.141 -2.233
O 10.427 0.909 -3.547
C 11.394 1.425 -4.461
O 9.505 0.929 -1.432
C 8.395 1.080 -0.514
H 7.081 2.138 -5.167
H 7.897 0.665 -4.607
H 6.800 1.558 -3.518
H 11.718 2.426 -4.178
H 10.977 1.449 -5.469
H 12.250 0.754 -4.449
H 7.447 0.928 -1.032
H 8.410 2.068 -0.057
H 8.496 0.327 0.260
*
```

The orbital gap is 7.430 eV. Its HOMO energy is -8.4 eV. As for the electronic energy: -128549.432 eV.

Results of the Mulliken charge analysis, in e, for atoms 1 through 8: -1.08 0.07 0.23 -0.47 0.64 -0.41 -0.04 0.39

=====

[2]
Density functional theory data (the ωB97M-V functional and the def2-TZVPD basis) for a molecular structure, C20H58MgN17O10.

```
! wB97M-V def2-TZVPD RIJCOSX def2/J DEFGRID3
* xyz 1 1
Mg 1.884 -4.552 5.754
C 0.951 -2.735 -0.391
C 1.666 -2.107 0.740
C 1.564 -0.586 0.655
O 1.215 -2.552 2.058
H 1.331 -3.757 -0.381
H 1.117 -2.230 -1.343
H -0.096 -2.786 -0.094
H 2.681 -2.501 0.679
H 0.508 -0.354 0.522
H 2.122 -0.317 -0.242
H 1.946 -0.030 1.512
C -5.064 -3.127 2.389
O -5.335 -2.149 3.001
N -4.057 -3.936 2.545
N -5.634 -3.425 1.223
H -3.455 -3.717 3.327
H -3.824 -4.562 1.788
H -6.203 -2.619 1.008
H -5.486 -4.230 0.632
C 2.596 -9.516 -1.472
O 1.829 -10.408 -1.151
N 3.776 -9.428 -0.954
N 2.360 -8.520 -2.200
H 4.163 -10.110 -0.317
H 4.370 -8.659 -1.228
H 3.163 -7.970 -2.468
H 1.482 -8.572 -2.698
C 6.771 -6.325 4.853
O 5.652 -5.957 4.918
N 7.583 -6.010 3.948
N 7.309 -7.116 5.810
H 8.548 -6.114 4.230
H 7.428 -5.478 3.103
H 8.286 -7.345 5.697
H 6.833 -7.162 6.700
C 4.862 0.260 6.699
O 4.371 -0.845 6.668
N 4.748 1.261 5.800
N 5.750 0.658 7.653
H 4.133 1.037 5.031
H 5.494 1.920 5.627
H 6.060 1.601 7.837
H 5.773 -0.023 8.399
C -1.786 -3.881 -6.554
O -0.805 -4.687 -6.613
N -2.482 -3.543 -7.541
N -2.381 -3.310 -5.524
H -3.379 -3.102 -7.397
H -2.374 -4.160 -8.333
H -2.900 -2.471 -5.739
H -2.193 -3.582 -4.570
C -2.483 2.564 3.998
O -2.120 3.591 4.496
N -3.167 2.356 2.865
N -1.881 1.405 4.322
H -3.552 1.457 2.615
H -3.614 3.130 2.394
H -1.023 1.473 4.852
H -1.864 0.673 3.627
C 5.351 -4.312 -5.639
O 5.452 -5.303 -5.027
N 4.723 -3.267 -5.185
N 6.002 -4.076 -6.745
H 4.087 -3.460 -4.425
H 4.899 -2.380 -5.636
H 6.567 -4.785 -7.191
H 5.990 -3.107 -7.029
C -2.634 -3.081 8.305
O -1.787 -3.443 7.577
N -2.465 -3.068 9.600
N -3.838 -2.730 8.086
H -3.170 -2.493 10.039
H -1.806 -3.498 10.233
H -4.509 -2.415 8.772
H -4.162 -2.581 7.141
C -3.370 9.626 -2.114
C -3.895 8.593 -3.178
C -3.776 9.087 -4.613
C -2.256 9.148 -5.028
C -1.655 7.747 -5.016
C -1.845 6.973 -3.766
N -3.104 7.338 -3.096
O -3.145 6.696 -1.888
C -1.927 5.423 -4.133
C -0.578 7.270 -2.862
C -5.401 8.134 -2.877
H -2.407 9.351 -1.684
H -4.027 9.625 -1.244
H -3.345 10.643 -2.504
H -4.292 8.290 -5.147
H -4.092 10.126 -4.706
H -1.680 9.746 -4.322
H -2.072 9.759 -5.912
H -0.630 7.575 -5.343
H -2.276 7.382 -5.834
H -1.421 4.971 -3.280
H -2.895 5.093 -4.509
H -1.290 5.281 -5.006
H -0.746 6.655 -1.978
H 0.421 6.986 -3.190
H -0.451 8.300 -2.527
H -5.581 8.284 -1.812
H -5.495 7.165 -3.366
H -6.161 8.763 -3.340
H -2.476 7.145 -1.366
*
```

The orbital gap is 1.472 eV. Its HOMO energy is -9.0 eV. As for the electronic energy: -72919.630 eV.

Results of the Mulliken charge analysis, in e, for atoms 1 through 8: 1.06 -1.13 0.55 -1.14 -0.47 0.31 0.33 0.31

=====

[3]
Density functional theory data (the ωB97M-V functional and the def2-TZVPD basis) for 12 unconnected molecules or ions with the total composition C20H58N6O26S4.

```
! wB97M-V def2-TZVPD RIJCOSX def2/J DEFGRID3
* xyz 0 1
C 2.928 4.055 0.667
C 1.921 3.721 1.743
O 2.532 3.993 3.014
S 1.579 4.545 4.191
C 1.245 6.239 3.648
O 0.403 3.724 4.158
O 2.421 4.620 5.343
H 3.429 5.003 0.867
H 2.532 4.053 -0.348
H 3.719 3.301 0.694
H 1.015 4.313 1.600
H 1.634 2.671 1.729
H 0.506 6.229 2.850
H 2.198 6.665 3.350
H 0.829 6.816 4.472
C -4.351 0.892 -1.702
C -3.256 1.850 -1.265
O -3.291 1.863 0.164
S -2.278 2.830 0.985
C -2.697 4.419 0.216
O -2.697 2.818 2.353
O -0.938 2.468 0.613
H -4.061 -0.122 -1.424
H -4.554 0.909 -2.772
H -5.275 1.167 -1.193
H -2.271 1.517 -1.601
H -3.426 2.843 -1.685
H -3.780 4.447 0.147
H -2.236 4.434 -0.771
H -2.269 5.206 0.831
C -2.696 -0.534 6.517
C -1.312 -1.127 6.307
O -0.356 -0.043 6.450
S 0.786 0.145 5.302
C -0.350 0.781 4.043
O 1.672 1.189 5.759
O 1.269 -1.153 4.860
H -2.899 0.318 5.878
H -2.792 -0.336 7.585
H -3.437 -1.307 6.295
H -1.003 -1.842 7.069
H -1.194 -1.601 5.330
H -0.948 -0.015 3.608
H 0.289 1.178 3.250
H -0.926 1.613 4.429
C -0.785 0.294 -4.340
C -2.053 -0.546 -4.541
O -2.278 -0.670 -5.941
S -3.116 -1.953 -6.437
C -4.838 -1.328 -6.283
O -2.858 -2.030 -7.843
O -2.915 -3.036 -5.516
H -0.021 0.014 -5.070
H -0.398 0.179 -3.328
H -0.946 1.352 -4.554
H -1.950 -1.517 -4.064
H -2.812 0.012 -3.984
H -5.122 -1.466 -5.244
H -5.467 -1.959 -6.908
H -4.825 -0.328 -6.701
C 1.691 -3.646 2.792
N 2.856 -2.739 2.532
O 3.924 -3.014 3.022
O 2.610 -1.747 1.870
H 1.851 -4.051 3.788
H 1.744 -4.482 2.098
H 0.814 -3.023 2.694
C -3.349 -2.527 1.451
N -2.615 -2.034 2.627
O -1.426 -2.246 2.690
O -3.231 -1.368 3.428
H -3.858 -3.440 1.752
H -2.619 -2.781 0.687
H -3.963 -1.740 1.027
C -0.309 -5.717 -0.030
N 0.523 -6.739 -0.702
O 0.522 -6.651 -1.920
O 1.111 -7.591 -0.082
H -0.274 -5.999 1.021
H -1.263 -5.722 -0.541
H 0.167 -4.742 -0.124
C 0.842 -0.031 -0.074
N -0.150 -1.126 -0.035
O -1.318 -0.806 -0.131
O 0.279 -2.236 0.149
H 1.804 -0.423 -0.384
H 0.876 0.364 0.939
H 0.537 0.760 -0.751
C 3.028 -0.596 -3.607
N 3.080 -1.063 -5.010
O 4.134 -0.884 -5.587
O 2.182 -1.754 -5.424
H 1.971 -0.529 -3.352
H 3.536 0.346 -3.449
H 3.465 -1.351 -2.957
C 2.902 -3.957 -1.560
N 3.883 -4.313 -2.635
O 3.679 -5.303 -3.291
O 4.906 -3.658 -2.678
H 3.064 -4.524 -0.653
H 1.939 -3.999 -2.063
H 3.107 -2.906 -1.366
C 0.396 3.453 -2.427
O -0.641 4.189 -3.106
H 0.362 3.606 -1.348
H 0.059 2.439 -2.639
H 1.338 3.684 -2.923
H -0.505 5.135 -3.004
C 5.041 0.695 -0.409
O 3.946 1.264 -1.120
H 5.956 0.674 -1.007
H 5.159 1.255 0.521
H 4.882 -0.354 -0.159
H 4.123 2.181 -1.336
*
```

The orbital gap is 10.400 eV. The SMILES is CCOS(C)(=O)=O.CCOS(C)(=O)=O.CCOS(C)(=O)=O.CCOS(C)(=O)=O.C[N+](=O)[O-].C[N+](=O)[O-].C[N+](=O)[O-].C[N+](=O)[O-].C[N+](=O)[O-].C[N+](=O)[O-].CO.CO. Its HOMO energy is -10.8 eV. As for the electronic energy: -127176.960 eV.

Results of the Mulliken charge analysis, in e, for atoms 1 through 8: -0.91 0.71 -0.44 1.10 -0.88 -0.47 -0.62 0.35

=====

[4]
Density functional theory data (the ωB97M-V functional and the def2-TZVPD basis) for 9 unconnected molecules or ions with the total composition C20H58O16.

```
! wB97M-V def2-TZVPD RIJCOSX def2/J DEFGRID3
* xyz 0 1
C 3.592 23.641 34.159
C 3.134 24.490 35.333
C 2.229 25.597 35.049
O 2.440 23.562 36.114
H 4.078 24.012 33.153
H 2.753 23.142 33.683
H 4.085 22.586 34.311
H 3.899 24.493 35.889
H 2.594 26.346 34.375
H 1.913 26.230 35.948
H 1.382 25.243 34.478
H 2.281 23.966 36.982
C -2.673 30.010 30.385
C -2.932 29.754 28.947
C -2.022 28.724 28.263
O -4.303 29.184 28.993
H -3.136 30.912 30.486
H -1.474 30.142 30.400
H -2.878 28.982 31.120
H -2.976 30.804 28.379
H -2.486 28.676 27.233
H -2.277 27.748 28.666
H -1.090 29.042 28.324
H -4.586 28.936 28.239
O 2.625 30.237 32.040
C 4.104 30.021 32.002
C 4.607 30.121 33.489
O 5.957 30.048 33.501
H 2.401 29.964 32.788
H 4.476 29.069 31.573
H 4.593 30.805 31.535
H 4.235 29.222 34.016
H 4.114 30.885 33.989
H 5.961 30.246 34.376
O -2.472 29.079 35.009
C -1.272 29.723 34.570
C -0.171 28.894 35.013
O 1.118 29.219 34.559
H -3.243 29.342 34.428
H -1.267 29.825 33.417
H -1.269 30.668 34.893
H -0.196 27.858 34.794
H -0.126 28.813 36.085
H 1.402 30.109 34.725
O 1.763 31.378 36.058
C 2.757 31.403 36.996
C 3.320 29.952 37.200
O 4.400 30.061 38.141
H 1.130 32.093 36.056
H 3.340 32.092 36.597
H 2.249 31.857 37.911
H 3.766 29.731 36.149
H 2.668 29.155 37.699
H 3.981 30.086 39.084
O -0.358 33.169 35.281
C -1.482 33.371 36.026
C -1.421 34.687 36.762
O -2.359 34.909 37.681
H -0.446 33.672 34.578
H -2.198 33.445 35.288
H -1.885 32.446 36.709
H -1.639 35.676 36.183
H -0.352 34.762 37.427
H -1.988 34.776 38.473
O -1.067 25.765 33.083
C -2.419 25.676 33.019
C -2.626 24.222 33.163
O -3.947 23.942 33.351
H -0.631 26.505 32.954
H -3.017 26.247 33.733
H -2.910 26.006 32.089
H -1.997 23.775 34.033
H -2.329 23.872 32.287
H -4.375 24.521 34.130
O -5.870 33.356 33.671
C -4.919 32.330 33.432
C -5.592 31.112 33.979
O -4.671 29.999 33.698
H -6.727 33.354 33.120
H -4.785 32.202 32.465
H -3.999 32.779 33.872
H -6.525 31.227 33.725
H -5.611 31.044 34.890
H -5.105 29.588 33.101
O -1.624 24.304 38.519
C -2.699 25.048 37.939
C -2.159 26.266 37.137
O -3.183 27.022 36.825
H -1.954 23.525 39.070
H -3.222 24.471 37.185
H -3.251 25.439 38.655
H -1.757 26.137 36.357
H -1.624 26.936 37.791
H -3.003 27.702 36.415
*
```

The orbital gap is 9.897 eV. The energy above the lowest of the compared OMol25 structures with the same formula, charge and spin is 1580.0 kJ/mol. The SMILES is CC(C)O.CC(C)O.OCCO.OCCO.OCCO.OCCO.OCCO.OCCO.OCCO. Its HOMO energy is -9.7 eV. As for the electronic energy: -54420.550 eV.

Results of the Mulliken charge analysis, in e, for atoms 1 through 8: -1.34 0.19 -0.82 -0.59 0.29 0.33 0.32 0.65

=====

- The highest orbital gap belongs to which entry?
  C20H58N6O26S4

=====

- Which value of orbital gap does entry 4 give?
  9.897 eV

=====

- Look up the orbital gap of the first one.
  7.430 eV